No. 1
Computed, not measured: a structure of composition C10H9Cl2NOPd in a non-equilibrium geometry, with ωB97M-V with the def2-TZVPD basis set.

Positions of all 24 atoms, in Å:
1 Pd 0.304772 0.219167 -0.094554
2 Cl -4.747103 -0.604482 4.521248
3 Cl -2.673898 3.667872 1.959847
4 O -1.003968 1.722915 0.712814
5 N -0.954490 -1.019340 1.119051
6 C -1.790489 1.180981 1.570482
7 C 2.008323 0.738464 -2.238909
8 C -2.712765 2.005800 2.300200
9 C -2.769168 -2.264646 2.779527
10 C -3.621993 0.029766 3.398285
11 C -2.760023 -0.856641 2.697088
12 C -1.859907 -3.018520 2.061574
13 C -1.819229 -0.251402 1.806770
14 C -0.926594 -2.355996 1.233972
15 C -3.590391 1.417219 3.195654
16 H 2.967603 0.232383 -2.195360
17 H 1.459869 0.510915 -1.249962
18 H -1.839025 -4.105856 2.123722
19 H 1.444125 -0.847080 -0.125556
20 H 2.139417 1.816440 -2.275557
21 H -4.272210 2.072213 3.728122
22 H 1.424751 0.376343 -3.081374
23 H -0.159443 -2.886646 0.657500
24 H -3.508153 -2.739803 3.413118

Atoms 1-3, force components in eV/Å:
Pd -2.15 0.26 0.86
Cl -0.45 -0.25 0.44
Cl -0.22 0.55 0.17

Output
* ΔE to the lowest compared entry with this formula, charge and spin: 1.003 eV
* electronic energy: -42574.8900 eV
* orbital gap (alpha / beta): 0.251 / 0.185 hartree
* spin multiplicity: 3

---

No. 2
Computed, not measured: a structure of composition C10H9ClINOPt in a non-equilibrium geometry, with ωB97M-V with the def2-TZVPD basis set.

Positions of all 24 atoms, in Å:
1 Pt 1.510998 -0.965797 0.332027
2 I -2.030348 -0.549671 -3.150690
3 Cl -3.202013 3.808961 0.536657
4 O 0.069533 -0.763337 -1.013319
5 N 0.597255 0.498213 1.283464
6 C -1.819124 0.604576 -1.477271
7 C 2.318285 -4.718671 -2.589476
8 C -0.861133 2.629626 2.179663
9 C -0.728200 0.208428 -0.660521
10 C 0.228725 2.204010 2.918881
11 C 0.969486 1.108786 2.439999
12 C -0.492281 0.890136 0.554297
13 C -2.308897 2.410444 0.114826
14 C -1.255059 2.010065 0.990933
15 C -2.573099 1.710539 -1.067392
16 H 3.086613 -5.134433 -1.940757
17 H -3.380304 2.062727 -1.691187
18 H 0.527984 2.644604 3.877938
19 H 1.856040 0.693172 2.967425
20 H 2.775232 -1.219198 1.158803
21 H 1.988978 -3.797737 -2.038672
22 H -1.425404 3.477928 2.514903
23 H 1.434259 -5.369394 -2.662430
24 H 2.712475 -4.443977 -3.578099

Atoms 1-3, force components in eV/Å:
Pt 1.98 -2.52 -0.12
I -0.38 0.43 0.07
Cl 0.19 -0.65 -0.36

Output
* charge: +2
* ΔE to the lowest compared entry with this formula, charge and spin: 0.000 eV
* electronic energy: -37899.2148 eV
* orbital gap (alpha / beta): 0.281 / 0.133 hartree
* spin multiplicity: 5

---

No. 3
Computed, not measured: a structure of composition C10H9CrN2O5Se in a non-equilibrium geometry, with ωB97M-V with the def2-TZVPD basis set.

Positions of all 28 atoms, in Å:
1 Se -1.163185 -2.482255 0.628625
2 Cr -0.201798 -0.040649 0.034965
3 O 3.545790 -1.376471 -0.282432
4 O -2.978645 1.242277 0.356382
5 O 0.867673 0.732149 2.732990
6 O -1.545329 -0.051807 -2.758170
7 O 0.588169 2.470719 -1.642559
8 N 0.660267 -3.212273 2.714682
9 N -0.860058 -1.850454 3.436292
10 C -0.949108 -0.307289 -1.755479
11 C 1.506547 -3.944076 1.799790
12 C 0.448101 1.549308 -0.935894
13 C -1.940443 0.702090 0.340627
14 C -0.092443 -2.211131 4.540179
15 C 2.459855 -1.045618 -0.316925
16 C 0.500448 0.426220 1.662551
17 C -1.971932 -0.922177 3.483658
18 C -0.412072 -2.478798 2.319615
19 C 0.893752 -3.059253 4.071328
20 H 2.138950 -3.260728 1.205858
21 H -2.631422 -1.255384 4.298506
22 H 0.178328 -0.937623 -1.307753
23 H 2.164925 -4.579202 2.395587
24 H -1.605589 0.090697 3.700978
25 H 1.684154 -3.597387 4.544807
26 H -0.318460 -1.872825 5.523443
27 H 0.861021 -4.559768 1.158255
28 H -2.534913 -0.909051 2.535757

Atoms 1-3, force components in eV/Å:
Se -0.10 -0.15 -0.27
Cr -1.56 -1.08 -1.59
O -1.74 0.50 -0.08

Output
* charge: +1
* ΔE to the lowest compared entry with this formula, charge and spin: 1.618 eV
* electronic energy: -117490.6598 eV
* orbital gap (alpha / beta): 0.250 / 0.227 hartree
* spin multiplicity: 5

---

No. 4
Computed, not measured: an isolated molecule of C10H9FINO in a non-equilibrium geometry, with ωB97M-V with the def2-TZVPD basis set.

Positions of all 23 atoms, in Å:
1 I 1.748767 1.605499 0.232029
2 F 0.334869 -0.515576 -2.491927
3 O -3.117869 2.973455 -0.274092
4 N 0.084320 -1.116439 2.091256
5 C 1.048904 -0.890745 -1.361477
6 C 0.925177 -1.221213 1.134365
7 C 2.803401 -2.047608 -0.193108
8 C -1.901876 2.217011 0.058640
9 C 2.153106 -1.980358 0.983265
10 C 0.499114 -0.380210 -0.045806
11 C -1.877713 0.792485 -0.491131
12 C 2.210222 -1.585521 -1.388244
13 C -1.011115 -0.407770 1.611915
14 C -0.903706 -0.021422 0.317685
15 H -1.772525 -0.259536 2.330945
16 H 2.681064 -2.284055 1.907834
17 H -1.628423 0.711950 -1.576684
18 H -1.053598 2.781715 -0.320179
19 H 2.624514 -1.869862 -2.389477
20 H -1.956468 2.024924 1.085179
21 H -2.844507 0.219646 -0.283039
22 H -2.774036 3.818724 -0.553642
23 H 3.728377 -2.565094 -0.384303

Atoms 1-3, force components in eV/Å:
I -0.70 -1.08 -0.05
F 1.19 -0.46 1.35
O 1.06 -0.94 -0.04

Output
* SMILES string: OCCC1=CN=C2C=CC=C(F)[C@@]12I
* ΔE to the lowest compared entry with this formula, charge and spin: 0.903 eV
* electronic energy: -24868.9782 eV
* orbital gap (alpha / beta): 0.239 / 0.239 hartree
* spin multiplicity: 1

---

No. 5
Computed, not measured: a structure of composition C10H9N2O5Pd in a non-equilibrium geometry, with ωB97M-V with the def2-TZVPD basis set.

Positions of all 27 atoms, in Å:
1 Pd 1.027875 -0.399700 -1.515556
2 O 3.281793 1.685773 -1.077108
3 O -1.237571 2.106388 -3.071580
4 O 1.394081 -1.901587 -4.219780
5 O 3.405526 -1.451426 -0.241597
6 O -1.396160 -4.260051 -2.485507
7 N -0.093604 0.375012 0.169962
8 N -0.404106 1.680534 0.457191
9 C -1.470018 3.101274 2.135261
10 C -0.320533 -1.806008 1.284490
11 C -1.108705 0.518870 2.170965
12 C 1.248134 -1.293898 -3.253208
13 C -1.462382 -4.745329 -1.441926
14 C 2.303254 -1.600962 -0.669576
15 C 2.381268 1.004193 -1.333915
16 C -0.519519 -0.360944 1.228371
17 C -1.030043 1.795891 1.632153
18 C -0.250721 1.629881 -2.722481
19 H -0.937199 -2.202105 2.108597
20 H 1.657224 -2.550470 -0.750815
21 H -0.205213 2.468741 -0.174918
22 H -1.554420 0.278037 3.101015
23 H -1.315547 3.932960 1.415346
24 H 0.721609 -2.086214 1.465745
25 H -0.650841 -2.320416 0.349865
26 H -0.915156 3.344064 3.067568
27 H -2.549037 3.057490 2.371428

Atoms 1-3, force components in eV/Å:
Pd -3.87 2.53 -0.74
O -4.08 -3.07 -1.12
O 3.73 -1.64 1.20

Output
* charge: +3
* ΔE to the lowest compared entry with this formula, charge and spin: 0.717 eV
* electronic energy: -27173.4617 eV
* orbital gap (alpha / beta): 0.306 / 0.181 hartree
* spin multiplicity: 5

---

No. 6
Computed, not measured: an isolated molecule of C10H9N3O2 in a non-equilibrium geometry, with ωB97M-V with the def2-TZVPD basis set.

Positions of all 24 atoms, in Å:
1 O 0.146077 -0.759590 2.089909
2 O 2.681370 -0.310676 -0.478538
3 N -1.852972 0.289079 -1.541572
4 N -1.244304 -1.343420 -0.327916
5 N -2.712951 1.739328 -2.814336
6 C 0.449836 0.287504 -0.833880
7 C 1.361192 -0.770769 1.371808
8 C 0.752193 1.401872 -1.621850
9 C 0.411454 -1.251874 3.326287
10 C 1.542084 -0.326718 -0.034400
11 C 2.308905 -1.352956 2.186631
12 C -1.579730 1.386009 -2.176682
13 C -0.835104 -0.204874 -0.898925
14 C 1.715781 -1.643425 3.469566
15 C -0.347510 1.989659 -2.287899
16 H 3.355096 -1.486490 1.918846
17 H 2.166770 -2.042234 4.374560
18 H -0.362066 -1.367211 4.093067
19 H -0.951605 -1.441334 0.644106
20 H -2.856273 2.740237 -2.866014
21 H 1.735918 1.839413 -1.728131
22 H -2.222009 -1.401568 -0.462366
23 H -3.465244 1.197616 -2.466004
24 H -0.196906 2.832418 -2.936270

Atoms 1-3, force components in eV/Å:
O 0.78 0.27 -0.08
O -0.34 -0.27 0.41
N 1.02 0.18 0.18

Output
* SMILES string: Nc1ccc(C(=O)c2ccco2)c(N)n1
* ΔE to the lowest compared entry with this formula, charge and spin: 0.478 eV
* electronic energy: -19080.3476 eV
* orbital gap: 0.300 hartree
* spin multiplicity: 1

---

No. 7
Computed, not measured: an isolated molecule of C10H9NO in a non-equilibrium geometry, with ωB97M-V with the def2-TZVPD basis set.

Positions of all 21 atoms, in Å:
1 O -1.820840 -2.273628 0.583409
2 N -2.170398 -1.179536 -0.275033
3 C 0.153551 2.279274 0.176867
4 C -0.009015 -0.091974 -0.152639
5 C 2.160816 -1.682227 -0.101457
6 C 0.600997 -1.477614 -0.068181
7 C -1.388523 -0.033850 -0.172068
8 C 2.860441 -0.390467 -0.073814
9 C -2.032863 1.164304 -0.025005
10 C 0.757937 1.123307 -0.118628
11 C 2.146767 0.787348 0.168221
12 C -1.305464 2.323902 0.066601
13 H 3.936538 -0.551855 0.311146
14 H 2.498894 -2.691548 -0.017841
15 H -1.694989 3.240336 0.430102
16 H -3.065715 1.136909 -0.414588
17 H 0.626160 3.121324 0.322786
18 H -1.800699 -2.992159 0.054355
19 H -0.079004 -2.301579 -0.313404
20 H -3.236970 -1.103653 -0.541734
21 H 2.862373 1.593386 0.160906

Atoms 1-3, force components in eV/Å:
O -1.74 4.58 2.81
N -2.21 -1.17 -1.52
C -6.53 -1.68 -1.75

Output
* SMILES string: ONc1cccc2ccccc12
* ΔE to the lowest compared entry with this formula, charge and spin: 5.631 eV
* electronic energy: -14048.0674 eV
* orbital gap: 0.279 hartree
* spin multiplicity: 1

---

No. 8
Computed, not measured: an isolated molecule of C10H9NO2S2 in a non-equilibrium geometry, with ωB97M-V with the def2-TZVPD basis set.

Positions of all 24 atoms, in Å:
1 S 0.309269 1.535561 1.656431
2 S -0.724995 1.529942 -1.182001
3 O 2.418555 1.513838 -0.857724
4 O -2.110395 1.283977 -0.803242
5 N 1.988360 -0.737515 -0.825286
6 C 1.719066 0.572564 -0.566075
7 C 0.965565 -1.577359 -0.398284
8 C -1.192732 -1.394312 0.670916
9 C 0.342225 0.621771 0.080953
10 C 0.870273 -2.950909 -0.467811
11 C -0.607341 2.992222 1.040295
12 C -0.280670 -3.539816 0.041623
13 C -0.274030 3.143691 -0.416549
14 C -1.294525 -2.777979 0.599066
15 C -0.055029 -0.802969 0.167310
16 H 2.848691 -1.051886 -1.245513
17 H -2.176099 -3.265531 0.985117
18 H -1.979524 -0.795485 1.100119
19 H -0.858435 3.924468 -0.899338
20 H 0.790111 3.284955 -0.596576
21 H -1.675274 2.808038 1.172418
22 H -0.298568 3.843751 1.644556
23 H 1.657935 -3.547266 -0.901433
24 H -0.382433 -4.613752 0.001027

Atoms 1-3, force components in eV/Å:
S -0.15 0.01 -0.20
S 1.20 0.57 0.17
O 0.03 0.08 0.05

Output
* ΔE to the lowest compared entry with this formula, charge and spin: 0.648 eV
* electronic energy: -37771.7678 eV
* orbital gap: 0.341 hartree
* spin multiplicity: 1

---

No. 9
Computed, not measured: a cluster of 2 separate species, C10H9NO3 in total in a non-equilibrium geometry, with ωB97M-V with the def2-TZVPD basis set.

Positions of all 23 atoms, in Å:
1 O 3.802024 0.777088 -0.472659
2 O 1.792492 2.057807 -2.938702
3 O -0.300589 1.456695 -2.382760
4 N 1.520450 0.822217 -1.004653
5 C -0.642176 0.233865 1.833791
6 C -2.860882 -1.809907 1.011397
7 C -0.380578 -1.839945 0.523662
8 C 3.091813 1.905520 -2.435140
9 C -2.008685 0.244323 2.122760
10 C -3.012803 -0.632562 1.730128
11 C -1.680381 -2.349696 0.514236
12 C 0.083304 -0.647745 1.050890
13 C 0.877582 1.416200 -2.086685
14 C 2.854903 1.093826 -1.174069
15 H -1.799014 -3.325911 0.020766
16 H 3.576267 2.856732 -2.196343
17 H -3.773194 -2.389151 0.840922
18 H -2.357060 1.085823 2.740049
19 H 3.759028 1.370748 -3.117314
20 H -0.055547 1.009121 2.347578
21 H 1.161893 -0.432488 0.918911
22 H 0.383324 -2.513922 0.108585
23 H -4.032172 -0.388635 2.044649

Atoms 1-3, force components in eV/Å:
O -0.12 -0.39 0.60
O -0.68 0.19 -0.44
O 0.59 -0.24 0.49

Output
* ΔE to the lowest compared entry with this formula, charge and spin: 2.369 eV
* electronic energy: -18145.9159 eV
* orbital gap: 0.203 hartree
* spin multiplicity: 1

---

No. 10
Computed, not measured: the ion C10H9O2S2 with charge +1 in a non-equilibrium geometry, with ωB97M-V with the def2-TZVPD basis set.

Positions of all 23 atoms, in Å:
1 S -3.899531 -1.431512 0.090746
2 S -3.142178 1.439601 -0.452805
3 O -1.326003 3.368061 -0.372559
4 O -1.547817 -0.482640 0.257554
5 C 1.507152 0.243483 -1.206258
6 C -0.421239 1.255970 -0.041248
7 C -2.672288 -2.821159 0.468571
8 C 2.805676 -0.124392 -1.256934
9 C -1.474321 2.065718 -0.256100
10 C 3.562664 -0.098808 -0.087542
11 C 0.862610 0.716214 -0.007821
12 C 1.675584 0.674782 1.234724
13 C 2.988292 0.333458 1.179338
14 C -2.737604 -0.211707 -0.016427
15 H -3.302809 -3.807830 0.368154
16 H 3.171885 -0.576847 -2.182556
17 H -1.851111 3.724703 -1.030478
18 H -2.458152 -2.486180 1.456828
19 H 3.626850 0.270197 2.033996
20 H 0.752956 0.062891 -1.965959
21 H 1.120720 0.883578 2.263877
22 H -1.885786 -2.624284 -0.294318
23 H 4.644450 -0.373287 -0.182790

Atoms 1-3, force components in eV/Å:
S -0.71 -0.89 -0.43
S 0.23 -0.02 0.32
O 2.09 -0.14 2.09

Output
* charge: +1
* ΔE to the lowest compared entry with this formula, charge and spin: 0.077 eV
* electronic energy: -36271.1581 eV
* orbital gap: 0.284 hartree
* spin multiplicity: 1